Record 1
DFT (the ωB97M-V functional and the def2-TZVPD basis) results for a cluster of 5 separate species, C14H30O11 in total.

Calculated values
**Kohn-Sham gap**: 0.115 Eh
**LUMO energy**: 4.032 eV
**Net charge**: -2
**Multiplicity**: 1
**Electronic energy**: -37519.751 eV

Last column: Mulliken charge in e.
Atoms and positions in Å:
O (-4.90781, -1.56089, -2.52706)  -0.582
O (2.57949, -4.90422, 3.25536)  -0.368
O (-3.53652, -2.47529, -4.01589)  -0.320
O (-4.80680, -0.83299, -4.64093)  -0.289
O (-0.58626, 4.98640, -1.30737)  -0.325
O (2.15468, -4.64122, 5.45490)  -0.290
O (-1.79729, -0.12169, 1.23295)  -0.933
O (1.33635, 5.86486, -1.30960)  -0.338
O (0.58966, 4.77849, 0.59902)  -0.531
O (4.18424, 1.04031, 1.43912)  -0.905
O (2.25977, -2.74672, 4.15766)  -0.440
C (2.52547, -6.00967, 5.63559)  -0.162
C (4.39228, 0.76967, 0.11257)  -0.412
C (-4.38499, -1.63180, -3.62972)  0.780
C (2.54499, 6.36548, -0.84371)  -0.443
C (-5.64797, 0.23003, -4.43934)  -0.264
C (2.67626, -4.40205, 1.95290)  -0.772
C (2.52446, 7.73581, -0.13804)  -0.861
C (-0.95720, -0.26057, 0.15669)  0.166
C (0.47806, 5.13050, -0.54720)  0.717
C (2.39781, -3.92120, 4.32688)  0.691
C (-1.91463, 4.69696, -0.86887)  -0.628
C (-2.91903, -3.44422, -3.14562)  -0.748
C (-5.63968, 1.17678, -5.63820)  -1.077
C (3.08796, -6.08684, 7.10847)  -1.099
H (3.26204, -6.23320, 4.86384)  0.346
H (1.81277, 7.77230, 0.68674)  0.302
H (-2.90511, -3.23115, -2.07673)  0.352
H (1.98924, -4.91342, 1.27867)  0.230
H (2.23331, -5.79864, 7.72052)  0.274
H (3.47143, -7.08690, 7.31077)  0.350
H (-5.75224, 0.53933, -6.51519)  0.306
H (3.17402, 5.60065, -0.38826)  0.433
H (-6.55145, 1.76590, -5.53959)  0.324
H (3.56115, -4.72958, 1.40718)  0.248
H (-1.89777, 4.35996, 0.16759)  0.361
H (2.31864, 8.44918, -0.93607)  0.245
H (-3.49401, -4.37020, -3.15378)  0.292
H (-2.51825, 5.60457, -0.86651)  0.247
H (3.55698, 7.83412, 0.19710)  0.296
H (-0.08802, -0.84518, 0.45812)  0.006
H (1.67631, -6.69264, 5.61165)  0.233
H (-4.74357, 1.79613, -5.59954)  0.282
H (3.00460, 6.37944, -1.83198)  0.288
H (-0.53793, 0.68943, -0.17468)  -0.041
H (-5.19619, 0.78815, -3.61927)  0.326
H (4.04587, -0.24853, -0.06458)  0.080
H (-2.27527, 3.86752, -1.47720)  0.221
H (3.61535, 1.21042, -0.51211)  0.068
H (5.36454, 1.02745, -0.30738)  0.177
H (-1.53296, -0.72596, -0.64333)  -0.153
H (3.86211, -5.35410, 7.33627)  0.318
H (-1.89210, -3.75792, -3.33299)  0.308
H (2.47325, -3.33421, 1.87173)  0.430
H (-6.67005, -0.09884, -4.25153)  0.284

Record 2
DFT (the ωB97M-V functional and the def2-TZVPD basis) results for a structure of composition C9H12N3.

Calculated values
**Kohn-Sham gap**: 0.279 Eh
**LUMO energy**: -4.835 eV
**Net charge**: +1
**Multiplicity**: 1
**Electronic energy**: -13985.691 eV
**Relative energy (zero: lowest compared OMol25 entry of this formula, charge and spin)**: 132.7 kcal per mole

Last column: Mulliken charge in e.
Atoms and positions in Å:
N (2.55717, -0.44943, -0.76445)  -0.012
N (-1.17440, -0.90075, -1.03089)  -0.498
N (2.98691, 0.63268, 1.04485)  -0.032
C (-0.85610, -0.13970, 0.16336)  0.711
C (-2.46411, -0.21787, -0.93663)  -0.121
C (-0.92608, 1.24618, -0.16925)  -0.429
C (-3.09512, -0.60011, 0.40729)  -0.691
C (4.22059, 0.56366, 0.33881)  -0.350
C (3.88312, -0.09192, -0.80672)  -0.438
C (-1.71543, -0.66034, 1.29161)  -0.707
C (2.05283, -0.01123, 0.36483)  -0.322
C (-2.08660, 1.23122, -0.84536)  -0.696
H (-1.75269, 0.03718, 2.16070)  0.328
H (5.12029, 0.90043, 0.79634)  0.415
H (4.41569, -0.53221, -1.51732)  0.457
H (-3.52138, 0.37585, 0.73270)  0.329
H (-3.03674, -0.30321, -1.81797)  0.532
H (2.86958, 0.80116, 2.04712)  0.292
H (-1.58548, -1.74355, 1.32334)  0.339
H (2.02808, -0.84593, -1.57755)  0.289
H (-2.71494, 2.02099, -1.10024)  0.473
H (-3.64077, -1.44446, 0.54415)  0.422
H (-0.36351, 1.99054, 0.32620)  0.466
H (-1.20089, -1.85918, -0.97493)  0.244

Record 3
DFT (the ωB97M-V functional and the def2-TZVPD basis) results for a structure of composition C41H39BF2IrN2O4P.

Calculated values
**Kohn-Sham gap**: 0.270 Eh
**LUMO energy**: 0.291 eV
**Multiplicity**: 1
**Electronic energy**: -72562.645 eV
**Relative energy (zero: lowest compared OMol25 entry of this formula, charge and spin)**: 0.0 kcal per mole

Last column: Mulliken charge in e.
Atoms and positions in Å:
Ir (-0.69602, 0.19766, -0.76385)  0.842
P (-0.92315, 2.09406, 0.24277)  2.176
F (1.46924, -0.39896, -2.75964)  -0.295
F (1.63516, 1.65568, -1.94298)  -0.305
O (-0.67758, -0.46856, 2.22338)  -0.037
O (-1.44065, -0.55625, -2.66863)  -0.912
O (-3.15433, -1.20941, -0.02112)  -0.732
O (1.27758, -1.00057, 1.15026)  -0.455
N (-0.33241, -1.16564, -5.86733)  -0.084
N (-0.73759, -1.56721, -4.60226)  0.587
C (0.19562, -1.01811, 3.11705)  0.820
C (1.29077, 0.34140, -1.56229)  -0.234
C (1.37586, -1.34277, 2.47349)  0.693
C (-4.81152, 1.09720, 0.49673)  -0.602
C (2.97736, -4.03208, 6.01382)  -1.657
C (-2.61231, -0.12294, -0.07362)  -0.222
C (0.40801, 4.55117, -0.19492)  -0.634
C (-2.41719, -5.32906, -3.88286)  -0.428
C (-0.53299, 4.72866, -2.80573)  -0.631
C (0.40669, 0.92774, -6.96804)  -1.593
C (-4.76096, 3.49282, 0.77547)  -0.649
C (-1.63395, -4.71356, -2.91678)  -0.801
C (-2.08990, -3.45128, -5.34876)  0.128
C (-3.43167, 1.10176, 0.32411)  0.288
C (0.03514, -1.25017, 4.46424)  -2.103
C (4.67427, -3.08531, 4.47199)  -2.076
C (1.11447, -1.81391, 5.13817)  -0.358
C (-0.45635, 2.84113, 4.26288)  -0.798
C (0.59669, -2.03062, -6.57816)  -1.144
C (1.67668, 2.20472, 3.35759)  -0.544
C (-1.02877, 2.74234, 2.99977)  -0.721
C (-3.38284, 3.50609, 0.62181)  -0.538
C (-0.38672, 3.53742, -0.71490)  0.636
C (0.89002, 2.57143, 4.44397)  -0.640
C (-0.18206, 0.19216, -5.81753)  0.341
C (2.31709, -2.14364, 4.50388)  0.659
C (3.89313, -1.73497, 6.40244)  -1.610
C (-1.29661, -2.85326, -4.37827)  -0.053
C (-1.05769, -3.47774, -3.16227)  -0.235
C (-0.25059, 2.36812, 1.91450)  -0.218
C (-0.59224, 0.66315, -4.61094)  -0.376
C (1.10880, 2.10464, 2.10024)  0.097
C (3.45650, -2.74356, 5.33083)  1.971
C (0.26672, 5.73852, -2.28359)  -0.562
C (-5.46793, 2.29471, 0.72426)  -0.555
C (-2.63897, -4.69930, -5.09877)  -0.711
C (2.44810, -1.90325, 3.13303)  -1.130
C (0.73417, 5.64858, -0.98299)  -0.704
C (-0.95187, -0.46397, -3.81878)  0.439
C (-0.85400, 3.63450, -2.02354)  -0.343
C (-2.72122, 2.29926, 0.41660)  -0.344
B (-0.00518, -0.42772, 0.98716)  0.633
H (1.35654, 6.43380, -0.57351)  0.419
H (-5.28984, 4.42475, 0.93218)  0.432
H (-1.07352, 3.11740, 5.10808)  0.401
H (-0.43790, -2.99100, -2.42336)  0.410
H (2.72690, 1.98180, 3.49458)  0.455
H (2.61304, -4.74870, 5.27573)  0.379
H (5.09102, -2.19943, 3.98908)  0.379
H (0.27011, -3.06106, -6.47437)  0.427
H (-5.34306, 0.15702, 0.42316)  0.521
H (4.23286, -0.80514, 5.94209)  0.353
H (5.45427, -3.51612, 5.10229)  0.428
H (2.13376, 0.01289, -0.94815)  0.241
H (-3.25665, -5.17116, -5.85157)  0.382
H (3.35050, -2.13767, 2.58750)  0.593
H (-2.08653, 2.93368, 2.87627)  0.395
H (-0.19493, 0.79534, -7.86841)  0.358
H (0.45767, 1.98827, -6.73562)  0.364
H (-2.85848, -6.29701, -3.68624)  0.391
H (-1.46503, -5.19633, -1.96374)  0.402
H (0.52072, 6.59693, -2.89211)  0.376
H (4.43032, -3.81536, 3.69790)  0.395
H (-0.60956, 1.68636, -4.28275)  0.287
H (1.41845, 0.57946, -7.18137)  0.365
H (1.71721, 1.79279, 1.25634)  0.322
H (1.32844, 2.63238, 5.43168)  0.398
H (0.77759, 4.48991, 0.82002)  0.294
H (4.71396, -2.14301, 6.99729)  0.437
H (2.16894, -3.83754, 6.71896)  0.322
H (-0.90410, 4.79724, -3.82051)  0.450
H (-1.48428, 2.84797, -2.42405)  0.583
H (-6.54428, 2.30607, 0.84445)  0.400
H (-0.88695, -1.00021, 4.97131)  0.511
H (3.07335, -1.49357, 7.07986)  0.328
H (3.79841, -4.49523, 6.56618)  0.452
H (0.57700, -1.76737, -7.63289)  0.420
H (1.61246, -1.93428, -6.18660)  0.303
H (-2.28685, -2.93511, -6.27956)  0.485
H (1.01088, -2.00019, 6.19964)  0.358
H (-2.83520, 4.44033, 0.66832)  0.508

Record 4
DFT (the ωB97M-V functional and the def2-TZVPD basis) results for an isolated molecule of S2.

Calculated values
**Kohn-Sham gap**: 0.202 Eh
**LUMO energy**: -4.219 eV
**Multiplicity**: 1
**Electronic energy**: -21665.704 eV
**Relative energy (zero: lowest compared OMol25 entry of this formula, charge and spin)**: 75.9 kcal per mole

Last column: Mulliken charge in e.
Atoms and positions in Å:
S (-1.08797, -0.59526, -0.35419)  0.000
S (1.08797, 0.59526, 0.35419)  0.000

Record 5
DFT (the ωB97M-V functional and the def2-TZVPD basis) results for a cluster of 2 separate species, CH2Cl2OSi in total.

Calculated values
**Kohn-Sham gap**: 0.313 Eh
**LUMO energy**: -0.492 eV
**Multiplicity**: 1
**Electronic energy**: -36039.364 eV
**Relative energy (zero: lowest compared OMol25 entry of this formula, charge and spin)**: 30.3 kcal per mole

Last column: Mulliken charge in e.
Atoms and positions in Å:
Cl (1.55357, -2.04275, -0.03695)  -0.249
Cl (1.96748, 0.79359, 1.48581)  -0.178
Si (0.57314, -0.35458, 0.67250)  0.624
O (-2.04961, 1.32857, -0.65390)  -0.319
C (-1.13452, 0.69356, -1.03517)  -0.025
H (-0.02467, -0.95101, 1.78574)  -0.113
H (-0.88540, 0.53262, -2.21802)  0.260

Record 6
DFT (the ωB97M-V functional and the def2-TZVPD basis) results for a structure of composition C4H3LiOPb.

Calculated values
**Kohn-Sham gap (spin up / spin down)**: 0.215 / 0.215 Eh
**LUMO energy (spin up / spin down)**: -10.434 / -10.434 eV
**Net charge**: +2
**Multiplicity**: 1
**Electronic energy**: -11672.879 eV
**Relative energy (zero: lowest compared OMol25 entry of this formula, charge and spin)**: 52.3 kcal per mole

Last column: Mulliken charge in e.
Atoms and positions in Å:
Pb (-0.91652, -1.80519, 0.75488)  1.085
O (-1.87666, 1.75876, 1.11502)  -0.403
C (1.45524, -1.90779, -0.86204)  -0.513
C (2.25556, -1.09875, -1.34250)  -0.141
C (-0.89427, 1.22168, 0.82025)  0.903
C (-0.01267, 0.45997, 0.13484)  -1.313
Li (-3.76931, 0.70630, 1.06757)  0.955
H (3.09018, -0.49491, -1.67344)  0.411
H (0.81777, 0.63493, 0.93764)  0.445
H (-0.14932, 0.52500, -0.95222)  0.570